[1]
# C6H36N2O10

11 unconnected molecules or ions with the total composition C6H36N2O10 in a non-equilibrium geometry (the ωB97M-V functional and the def2-TZVPD basis, OMol25).

Geometry as XYZ:
```
54
C6H36N2O10 | OMol25 | the ωB97M-V functional and the def2-TZVPD basis
C -3.420 2.744 1.061
C -2.454 1.888 1.890
N -1.126 2.002 1.213
C -1.177 1.190 -0.046
C -0.178 1.314 2.180
C 1.324 1.356 1.661
N 1.769 0.002 1.411
C 3.224 0.013 1.198
H -4.451 2.748 1.479
H -3.292 3.849 1.105
H -3.525 2.543 -0.021
H -2.479 2.380 2.849
H -2.949 0.887 2.056
H -1.911 1.633 -0.749
H -0.142 0.873 -0.307
H -1.639 0.228 0.285
H -0.548 0.300 2.347
H -0.201 2.016 3.067
H 1.179 1.897 0.721
H 2.093 1.839 2.225
H 1.409 -0.637 2.088
H 3.295 0.291 0.159
H 3.636 -1.009 1.395
H 3.818 0.623 1.859
H -0.438 -2.931 3.678
H 0.714 -3.697 3.209
O 0.430 -3.189 3.982
H 0.552 -3.630 0.592
H 1.410 -2.420 0.927
O 1.010 -3.174 1.382
H 0.666 3.497 -1.714
H 1.322 3.989 -2.751
O 1.428 3.148 -2.263
H -2.791 -0.656 -1.674
H -1.902 -1.681 -2.323
O -2.841 -1.538 -2.095
H -3.113 -2.605 -0.707
H -1.556 -3.069 -0.286
O -2.451 -2.767 -0.006
H 0.206 -3.468 -1.467
H 0.167 -4.909 -0.782
O -0.192 -4.026 -0.745
H -0.790 3.646 0.291
H -1.778 4.531 -0.538
O -0.867 4.268 -0.446
H 3.330 1.486 -1.618
H 2.824 2.195 -2.910
O 3.448 1.501 -2.578
H 2.366 -1.353 -1.399
H 2.419 -0.347 -2.430
O 2.286 -1.305 -2.362
H -0.232 -2.703 -3.725
H 0.892 -2.287 -2.550
O -0.027 -2.479 -2.825
```

Output
Lowest unoccupied orbital energy = 0.156 eV
Calculated total energy = -1112.0069 a.u.
Energy relative to the best compared isomer or geometry (same formula, charge and spin) = 417.8 kJ/mol

The net atomic charges from Mulliken, expressed in e, are: number 1, C, carries -1.27; number 2, C, carries -0.40; number 3, N, carries -0.19; number 4, C, carries -1.28; number 5, C, carries -0.70; number 6, C, carries -0.92; number 7, N, carries 0.05; number 8, C, carries -0.95; number 9, H, carries 0.39; number 10, H, carries 0.25; number 11, H, carries 0.33; number 12, H, carries 0.43; number 13, H, carries 0.32; number 14, H, carries 0.22; number 15, H, carries 0.37; number 16, H, carries 0.63; number 17, H, carries 0.43; number 18, H, carries 0.33; number 19, H, carries 0.27; number 20, H, carries 0.65; number 21, H, carries 0.21; number 22, H, carries 0.09; number 23, H, carries 0.30; number 24, H, carries 0.42; number 25, H, carries 0.31; number 26, H, carries 0.32; number 27, O, carries -0.65; number 28, H, carries 0.54; number 29, H, carries 0.16; number 30, O, carries -0.67; number 31, H, carries 0.24; number 32, H, carries 0.32; number 33, O, carries -0.62; number 34, H, carries 0.33; number 35, H, carries 0.37; number 36, O, carries -0.71; number 37, H, carries 0.37; number 38, H, carries 0.41; number 39, O, carries -0.68; number 40, H, carries 0.33; number 41, H, carries 0.31; number 42, O, carries -0.80; number 43, H, carries 0.47; number 44, H, carries 0.28; number 45, O, carries -0.69; number 46, H, carries 0.31; number 47, H, carries 0.46; number 48, O, carries -0.72; number 49, H, carries 0.35; number 50, H, carries 0.34; number 51, O, carries -0.74; number 52, H, carries 0.25; number 53, H, carries 0.46; number 54, O, carries -0.63

***

[2]
# C5H6O2S

A single C5H6O2S molecule in a non-equilibrium geometry (the ωB97M-V functional and the def2-TZVPD basis, OMol25).

Geometry as XYZ:
```
14
C5H6O2S | OMol25 | the ωB97M-V functional and the def2-TZVPD basis
C -1.952 -1.035 -0.178
C -0.677 -0.138 -0.068
C 1.265 1.616 -0.529
C 1.924 1.006 0.457
C 0.650 -0.950 0.255
H -1.772 -1.992 -0.841
H -1.978 -1.413 1.071
H -2.739 -0.468 -0.350
H -0.893 0.483 0.757
H 1.409 2.714 -1.246
H 2.553 1.580 1.320
O 1.744 -0.265 0.820
O 0.723 -2.203 -0.146
S -0.256 1.063 -1.323
```

Output
Lowest unoccupied orbital energy = 0.283 eV
Calculated total energy = -742.6486 a.u.
Energy relative to the best compared isomer or geometry (same formula, charge and spin) = 357.8 kJ/mol

The net atomic charges from Mulliken, expressed in e, are: number 1, C, carries -1.13; number 2, C, carries 0.00; number 3, C, carries -0.09; number 4, C, carries -0.16; number 5, C, carries 0.48; number 6, H, carries 0.26; number 7, H, carries 0.23; number 8, H, carries 0.51; number 9, H, carries 0.39; number 10, H, carries 0.16; number 11, H, carries 0.26; number 12, O, carries -0.26; number 13, O, carries -0.55; number 14, S, carries -0.10

***

[3]
# C2H2FI3O

2 unconnected molecules or ions with the total composition C2H2FI3O (the ωB97M-V functional and the def2-TZVPD basis, OMol25).

Geometry as XYZ:
```
9
C2H2FI3O | OMol25 | the ωB97M-V functional and the def2-TZVPD basis
C 0.358 1.178 0.582
C 1.113 1.222 -0.501
O -1.418 -1.354 -1.592
F 0.743 1.779 -1.647
I -1.567 1.994 0.674
I -2.216 -0.100 -2.883
I 3.022 0.325 -0.590
H 0.710 0.711 1.483
H -0.490 -1.118 -1.510
```

Output
Lowest unoccupied orbital energy = -0.604 eV
Calculated total energy = -1145.5183 a.u.
Energy relative to the best compared isomer or geometry (same formula, charge and spin) = 175.8 kJ/mol

The net atomic charges from Mulliken, expressed in e, are: number 1, C, carries -0.37; number 2, C, carries -0.03; number 3, O, carries -0.61; number 4, F, carries -0.21; number 5, I, carries 0.09; number 6, I, carries 0.23; number 7, I, carries 0.12; number 8, H, carries 0.41; number 9, H, carries 0.37

***

[4]
# C5H14N4O2P

A molecular structure, C5H14N4O2P in a non-equilibrium geometry (the ωB97M-V functional and the def2-TZVPD basis, OMol25).

Geometry as XYZ:
```
26
C5H14N4O2P | OMol25 | the ωB97M-V functional and the def2-TZVPD basis
C 1.133 0.877 0.280
C 3.210 0.472 -0.543
C 2.650 -0.864 -0.100
C -2.093 -0.454 -0.955
C -2.883 0.154 0.213
N 2.319 1.502 -0.130
N 1.256 -0.435 0.274
N -1.223 -1.531 -0.580
N -2.275 1.358 0.777
O 0.206 1.567 0.793
O 0.527 -2.836 0.781
P -0.009 -1.506 0.570
H 4.189 0.681 -0.201
H 3.225 0.595 -1.762
H 2.701 -1.568 -0.856
H 3.174 -1.439 0.638
H -2.732 -0.810 -1.750
H -1.498 0.277 -1.517
H -3.064 -0.576 0.962
H -3.929 0.409 -0.129
H 2.688 2.352 0.301
H -1.029 -2.376 -1.154
H -2.672 1.643 1.635
H -2.352 2.086 0.056
H -0.988 1.375 0.624
H -0.533 -0.955 1.776
```

Output
Lowest unoccupied orbital energy = -2.661 eV
Net charge = +1
Calculated total energy = -909.5814 a.u.
Energy relative to the best compared isomer or geometry (same formula, charge and spin) = 0.0 kJ/mol

The net atomic charges from Mulliken, expressed in e, are: number 1, C, carries 0.48; number 2, C, carries -0.62; number 3, C, carries -0.48; number 4, C, carries -0.58; number 5, C, carries -0.74; number 6, N, carries -0.16; number 7, N, carries 0.15; number 8, N, carries -0.21; number 9, N, carries -0.30; number 10, O, carries -0.65; number 11, O, carries -0.65; number 12, P, carries 0.21; number 13, H, carries 0.40; number 14, H, carries 0.24; number 15, H, carries 0.36; number 16, H, carries 0.36; number 17, H, carries 0.47; number 18, H, carries 0.34; number 19, H, carries 0.44; number 20, H, carries 0.35; number 21, H, carries 0.31; number 22, H, carries 0.29; number 23, H, carries 0.26; number 24, H, carries 0.41; number 25, H, carries 0.23; number 26, H, carries 0.10

***

[5]
# C5H25NO8

9 unconnected molecules or ions with the total composition C5H25NO8 (the ωB97M-V functional and the def2-TZVPD basis, OMol25).

Geometry as XYZ:
```
39
C5H25NO8 | OMol25 | the ωB97M-V functional and the def2-TZVPD basis
C -1.977 1.134 -0.893
C -0.612 1.809 -0.857
C 0.269 1.344 0.271
C 0.808 2.169 1.177
C 0.455 -0.773 1.261
N 0.576 -0.026 0.247
H -2.509 1.314 -1.817
H -1.877 0.042 -0.803
H -2.589 1.472 -0.056
H -0.704 2.905 -0.803
H -0.098 1.645 -1.814
H 0.704 3.245 1.147
H 1.484 1.830 1.952
H 0.772 -1.807 1.188
H 0.000 -0.502 2.212
H -1.771 -3.338 1.061
H -1.524 -2.651 -0.305
O -1.418 -2.521 0.673
H -0.972 -2.299 -2.438
H -0.971 -3.840 -2.357
O -1.449 -3.074 -2.043
H 3.788 -0.681 2.344
H 3.301 -0.451 0.900
O 3.008 -0.722 1.779
H -2.342 -1.294 1.663
H -2.760 0.110 2.265
O -2.925 -0.853 2.327
H 3.860 1.935 -1.513
H 2.535 1.712 -0.755
O 3.311 1.261 -1.108
H 1.906 -1.113 -1.258
H 2.872 -0.231 -1.942
O 2.472 -1.115 -2.043
H 0.962 -1.069 -3.048
H -0.118 -0.436 -2.210
O -0.010 -0.945 -3.032
H -1.444 1.999 2.489
H -2.617 1.953 3.538
O -2.396 1.861 2.602
```

Output
Lowest unoccupied orbital energy = 0.130 eV
Calculated total energy = -862.1651 a.u.
Energy relative to the best compared isomer or geometry (same formula, charge and spin) = 180.3 kJ/mol

The net atomic charges from Mulliken, expressed in e, are: number 1, C, carries -0.88; number 2, C, carries -0.66; number 3, C, carries 0.15; number 4, C, carries -1.30; number 5, C, carries -0.84; number 6, N, carries 0.87; number 7, H, carries 0.38; number 8, H, carries 0.06; number 9, H, carries 0.33; number 10, H, carries 0.40; number 11, H, carries 0.24; number 12, H, carries 0.36; number 13, H, carries 0.32; number 14, H, carries 0.25; number 15, H, carries 0.42; number 16, H, carries 0.25; number 17, H, carries 0.33; number 18, O, carries -0.58; number 19, H, carries 0.42; number 20, H, carries 0.29; number 21, O, carries -0.75; number 22, H, carries 0.27; number 23, H, carries 0.31; number 24, O, carries -0.57; number 25, H, carries 0.40; number 26, H, carries 0.41; number 27, O, carries -0.69; number 28, H, carries 0.27; number 29, H, carries 0.33; number 30, O, carries -0.65; number 31, H, carries 0.31; number 32, H, carries 0.46; number 33, O, carries -0.82; number 34, H, carries 0.44; number 35, H, carries 0.30; number 36, O, carries -0.81; number 37, H, carries 0.34; number 38, H, carries 0.29; number 39, O, carries -0.65

***

[6]
# C29H28BF4IrN6OTe

A molecular structure, C29H28BF4IrN6OTe (the ωB97M-V functional and the def2-TZVPD basis, OMol25).

Geometry as XYZ:
```
71
C29H28BF4IrN6OTe | OMol25 | the ωB97M-V functional and the def2-TZVPD basis
Ir 1.534 -1.345 1.369
N 4.605 -4.275 2.078
C 4.084 -3.395 1.226
N 3.064 -2.809 1.818
C 3.003 -3.395 3.054
N 3.935 -4.289 3.245
C 1.947 -2.990 3.977
C 1.714 -3.557 5.220
N 0.710 -3.149 5.984
C -0.068 -2.184 5.510
C 0.150 -1.608 4.266
N 1.164 -2.012 3.514
H 5.392 -4.889 1.939
H 4.447 -3.211 0.230
H 2.349 -4.353 5.588
H -0.893 -1.856 6.129
H -0.487 -0.831 3.865
C -1.684 3.417 -6.442
C -1.263 2.588 -5.264
C -0.410 1.500 -5.420
C -0.008 0.729 -4.340
C 0.923 -0.435 -4.571
C -0.503 1.061 -3.068
Te 0.117 -0.159 -1.491
N 1.026 0.468 1.372
C 2.013 1.269 1.911
O 3.104 0.736 2.155
C 1.732 2.698 2.154
C 0.466 3.232 1.920
C 0.224 4.573 2.164
C 1.248 5.384 2.636
C 2.512 4.855 2.867
C 2.755 3.513 2.630
C -1.741 -0.604 -0.613
C -2.115 -0.005 0.582
C -3.324 -0.349 1.162
C -4.131 -1.296 0.549
C -3.736 -1.892 -0.638
C -2.532 -1.562 -1.250
C -2.108 -2.243 -2.521
C -1.342 2.166 -2.873
C -1.835 2.578 -1.512
C -1.708 2.907 -3.983
H -1.257 3.038 -7.368
H -1.367 4.453 -6.318
H -2.770 3.419 -6.544
H -0.046 1.248 -6.408
H 1.231 -0.473 -5.614
H 0.450 -1.391 -4.334
H 1.835 -0.360 -3.973
H -0.323 2.588 1.550
H -0.759 4.988 1.988
H 1.062 6.433 2.825
H 3.305 5.493 3.235
H 3.731 3.082 2.810
H -1.464 0.712 1.062
H -3.629 0.118 2.089
H -5.074 -1.576 1.001
H -4.367 -2.642 -1.098
H -2.879 -2.927 -2.870
H -1.204 -2.838 -2.358
H -1.926 -1.522 -3.323
H -1.054 2.486 -0.751
H -2.679 1.963 -1.195
H -2.158 3.617 -1.524
H -2.351 3.769 -3.845
F -1.080 -4.362 -0.065
B -0.168 -3.794 0.774
F 0.934 -3.222 -0.017
F -0.719 -2.648 1.434
F 0.396 -4.632 1.711
```

Output
Lowest unoccupied orbital energy (spin up / spin down) = -2.995 / -5.508 eV
Net charge = +1
Calculated total energy = -2322.2112 a.u.
Expectation value of S² = 8.773
Multiplicity = 6
Energy relative to the best compared isomer or geometry (same formula, charge and spin) = 0.0 kJ/mol

The net atomic charges from Mulliken, expressed in e, are: number 1, Ir, carries 1.74; number 2, N, carries 0.11; number 3, C, carries -0.24; number 4, N, carries -0.37; number 5, C, carries 0.40; number 6, N, carries -0.70; number 7, C, carries 0.46; number 8, C, carries -0.41; number 9, N, carries -0.56; number 10, C, carries -0.35; number 11, C, carries -0.23; number 12, N, carries -0.17; number 13, H, carries 0.19; number 14, H, carries 0.53; number 15, H, carries 0.47; number 16, H, carries 0.39; number 17, H, carries 0.36; number 18, C, carries -1.52; number 19, C, carries 0.54; number 20, C, carries -1.02; number 21, C, carries 0.50; number 22, C, carries -1.78; number 23, C, carries 0.48; number 24, Te, carries 1.02; number 25, N, carries -0.22; number 26, C, carries 0.21; number 27, O, carries -0.71; number 28, C, carries 0.09; number 29, C, carries 0.08; number 30, C, carries -0.86; number 31, C, carries -0.37; number 32, C, carries -0.59; number 33, C, carries -0.51; number 34, C, carries 1.05; number 35, C, carries -0.35; number 36, C, carries -0.76; number 37, C, carries -0.85; number 38, C, carries -0.79; number 39, C, carries 0.50; number 40, C, carries -1.64; number 41, C, carries 1.05; number 42, C, carries -1.30; number 43, C, carries -0.83; number 44, H, carries 0.36; number 45, H, carries 0.36; number 46, H, carries 0.35; number 47, H, carries 0.31; number 48, H, carries 0.41; number 49, H, carries 0.35; number 50, H, carries 0.34; number 51, H, carries 0.58; number 52, H, carries 0.42; number 53, H, carries 0.39; number 54, H, carries 0.41; number 55, H, carries 0.46; number 56, H, carries 0.24; number 57, H, carries 0.51; number 58, H, carries 0.40; number 59, H, carries 0.42; number 60, H, carries 0.49; number 61, H, carries 0.31; number 62, H, carries 0.38; number 63, H, carries -0.01; number 64, H, carries 0.38; number 65, H, carries 0.50; number 66, H, carries 0.45; number 67, F, carries -0.33; number 68, B, carries 0.49; number 69, F, carries -0.47; number 70, F, carries -0.24; number 71, F, carries -0.31